Here is a 8-piece molecular cluster, C88H188BN4O8P3 overall from OMol25. Energies are from ωB97M-V with the def2-TZVPD basis set.

```
292
Properties=species:S:1:pos:R:3:forces:R:3:lowdin_charge:R:1
O -11.811 -9.702 22.899 1.58 -0.66 -0.40 0.103
C -10.721 -10.088 22.517 0.95 0.31 0.11 -0.330
O -9.567 -9.406 22.428 -2.47 0.83 0.03 0.223
B -8.457 -10.128 21.794 -0.40 0.07 -0.34 -0.932
O -9.028 -11.488 21.649 -1.89 -0.79 0.41 0.195
C -10.302 -11.551 22.126 -0.04 -1.54 -0.46 -0.309
O -10.989 -12.571 22.271 1.65 2.38 -0.35 0.068
O -7.406 -10.119 22.775 1.80 0.09 1.08 0.197
C -6.297 -9.531 22.322 2.51 -0.51 -0.38 -0.308
O -5.197 -9.448 22.880 -3.23 -0.07 -0.93 0.103
C -6.605 -9.117 20.817 1.18 2.80 -1.07 -0.282
O -7.883 -9.529 20.569 0.97 0.01 0.49 0.219
O -5.872 -8.386 20.119 -2.80 -3.20 2.32 0.117
C -13.972 -7.006 21.923 -1.06 0.15 -0.87 -0.090
C -14.346 -6.618 23.372 1.08 -0.54 -0.32 -0.221
C -14.369 -7.884 24.260 -1.40 1.25 1.33 -0.167
C -14.584 -7.453 25.783 1.23 -1.11 -0.24 -0.050
N -14.633 -8.621 26.830 -0.45 0.42 -1.33 -0.255
C -15.909 -9.415 26.576 0.98 -0.36 1.04 -0.118
C -16.843 -9.011 27.676 -1.41 -0.16 -1.27 -0.151
C -15.944 -8.758 28.840 0.13 0.50 1.30 -0.138
C -14.771 -8.043 28.215 0.84 -0.33 1.02 -0.107
C -13.403 -9.525 26.705 -1.15 1.61 0.35 0.026
H -14.812 -7.320 21.303 -0.94 0.46 0.33 0.065
H -13.405 -7.912 21.707 1.07 0.33 0.96 0.052
H -13.600 -6.139 21.378 0.40 -0.20 0.10 0.085
H -15.249 -6.009 23.409 -0.33 -0.47 -0.05 0.121
H -13.598 -5.925 23.756 0.34 -0.13 0.02 0.110
H -13.469 -8.473 24.088 0.04 0.16 0.24 0.076
H -15.239 -8.451 23.928 -0.02 -0.34 0.00 0.093
H -15.468 -6.872 26.049 -0.17 -0.06 -0.65 0.143
H -13.729 -6.859 26.105 0.06 0.10 -0.08 0.133
H -15.639 -10.422 26.894 0.09 -0.43 -1.19 0.118
H -16.235 -9.200 25.559 0.00 -0.69 0.19 0.121
H -17.564 -9.816 27.816 -0.05 0.09 0.25 0.137
H -17.413 -8.186 27.248 -0.11 0.55 0.93 0.137
H -15.633 -9.636 29.406 -0.14 -0.40 -0.40 0.130
H -16.381 -8.112 29.602 -0.17 0.01 -0.11 0.140
H -13.802 -8.212 28.685 -0.16 -0.04 0.32 0.131
H -14.968 -6.979 28.349 0.16 0.17 -1.27 0.150
H -13.477 -9.969 25.713 0.65 0.22 0.07 0.086
H -13.363 -10.295 27.476 -0.46 0.13 0.08 0.108
H -12.642 -8.775 26.921 0.76 -0.61 -0.71 0.109
C -18.208 -10.766 19.262 0.03 -0.03 -0.85 -0.092
C -16.677 -10.780 19.282 -0.36 1.19 1.21 -0.234
C -16.102 -10.912 20.723 0.12 -1.74 0.04 -0.178
C -16.205 -12.398 21.193 0.78 0.55 0.69 -0.044
N -15.865 -12.679 22.760 -0.20 2.61 -0.19 -0.235
C -15.905 -14.124 23.018 1.47 0.14 1.20 -0.087
C -16.094 -14.241 24.585 0.17 -1.38 -1.29 -0.122
C -16.824 -13.016 25.002 -0.45 0.85 0.86 -0.176
C -16.951 -12.220 23.747 -0.55 0.73 -1.79 -0.096
C -14.567 -11.938 23.145 -0.89 -0.29 -0.40 0.040
H -18.747 -11.629 19.654 0.28 -0.19 0.05 0.071
H -18.486 -10.670 18.212 -0.31 -0.07 0.03 0.088
H -18.604 -9.877 19.753 0.14 -0.01 0.14 0.085
H -16.403 -9.771 18.974 0.15 0.11 -0.05 0.110
H -16.186 -11.392 18.525 -0.16 -0.58 0.35 0.112
H -16.648 -10.326 21.461 -0.14 0.44 -0.32 0.111
H -15.055 -10.610 20.710 0.03 0.05 0.15 0.095
H -15.486 -13.008 20.646 0.20 -0.06 0.21 0.129
H -17.183 -12.820 20.961 -0.16 0.07 0.56 0.124
H -14.897 -14.424 22.730 -0.37 -0.95 -0.32 0.110
H -16.722 -14.491 22.397 0.23 -0.53 0.29 0.147
H -15.134 -14.252 25.102 0.07 -0.48 -0.25 0.100
H -16.687 -15.126 24.816 0.42 -0.18 0.03 0.131
H -16.296 -12.502 25.805 0.14 0.22 -0.15 0.099
H -17.811 -13.211 25.422 -0.05 -0.08 -0.20 0.140
H -16.936 -11.139 23.886 -0.09 -0.07 -0.32 0.127
H -17.826 -12.553 23.189 -0.49 0.50 0.36 0.147
H -14.704 -10.889 22.885 0.04 -0.18 -0.33 0.080
H -13.706 -12.358 22.624 -0.03 0.00 0.07 0.097
H -14.437 -11.917 24.227 -0.03 -0.61 0.01 0.093
C -3.480 -13.140 24.465 -0.50 -0.04 -0.19 -0.083
C -4.340 -13.380 25.700 -0.27 0.15 0.73 -0.236
C -5.664 -12.583 25.631 -0.06 -0.32 -0.03 -0.187
C -6.439 -12.512 26.932 -0.28 1.16 0.21 -0.092
N -7.700 -11.545 26.819 0.50 -0.13 -0.09 -0.197
C -8.500 -11.651 28.153 2.37 -0.28 -1.17 -0.101
C -9.828 -11.183 27.828 -2.85 0.75 -0.19 -0.194
C -10.145 -11.554 26.367 1.11 -1.24 0.06 -0.108
C -8.762 -11.931 25.734 0.64 0.23 0.30 -0.048
C -7.241 -10.088 26.560 -1.03 -0.86 0.96 0.053
H -3.281 -12.077 24.333 -0.18 0.10 -0.09 0.071
H -4.086 -13.507 23.636 0.29 0.20 -0.43 0.078
H -2.507 -13.628 24.417 -0.22 -0.29 0.40 0.082
H -3.821 -13.085 26.612 0.20 0.08 0.12 0.100
H -4.595 -14.431 25.840 0.19 -0.16 -0.14 0.114
H -6.353 -13.061 24.935 0.20 0.04 -0.53 0.105
H -5.427 -11.587 25.257 -0.15 0.13 -0.01 0.103
H -5.851 -12.120 27.761 0.11 0.64 -0.13 0.121
H -6.722 -13.470 27.368 -0.68 -0.19 -0.65 0.132
H -7.898 -11.088 28.867 -0.34 -0.22 0.29 0.148
H -8.570 -12.714 28.385 0.51 0.05 0.16 0.139
H -10.032 -10.120 27.958 0.39 0.02 0.24 0.119
H -10.559 -11.717 28.435 0.04 0.28 0.36 0.126
H -10.722 -10.744 25.919 0.41 -0.21 -0.54 0.104
H -10.723 -12.478 26.345 -0.34 0.19 -0.08 0.107
H -8.606 -11.523 24.736 0.50 0.93 0.37 0.115
H -8.501 -12.965 25.509 -0.92 -0.47 0.61 0.118
H -8.069 -9.445 26.859 -0.44 -0.08 -0.75 0.107
H -6.981 -10.020 25.503 0.21 0.33 0.32 0.096
H -6.520 -9.756 27.307 0.72 -0.62 -0.44 0.089
C -12.406 -16.094 22.574 0.82 0.15 0.32 -0.079
C -12.124 -15.335 23.877 -0.42 -0.66 1.18 -0.240
C -12.200 -16.236 25.137 0.37 0.20 0.04 -0.183
C -11.019 -17.225 25.400 -2.17 -0.66 0.86 -0.062
N -11.220 -17.948 26.784 1.67 0.76 0.43 -0.234
C -11.090 -16.993 27.997 0.66 0.04 -0.03 -0.082
C -10.231 -17.697 29.093 -1.41 0.25 0.63 -0.135
C -9.768 -19.012 28.486 -0.14 0.51 1.15 -0.158
C -10.008 -18.914 27.014 0.19 -0.73 -0.53 -0.095
C -12.530 -18.712 26.875 1.33 0.30 -0.17 0.053
H -12.080 -15.480 21.735 -0.23 -0.11 -0.16 0.062
H -13.448 -16.399 22.475 -0.14 0.36 0.03 0.079
H -11.870 -17.043 22.535 0.34 0.06 -0.06 0.065
H -12.951 -14.653 24.074 0.02 0.41 -0.28 0.072
H -11.218 -14.737 23.974 0.12 -0.09 -0.82 0.081
H -13.206 -16.651 25.073 0.25 -0.93 0.20 0.112
H -12.263 -15.577 26.003 0.17 0.18 0.15 0.098
H -10.047 -16.731 25.404 -0.11 -0.09 0.08 0.124
H -11.049 -18.083 24.728 0.31 0.27 -0.34 0.130
H -12.084 -16.633 28.261 0.12 -0.26 0.17 0.126
H -10.484 -16.133 27.711 -0.27 0.03 -0.58 0.114
H -10.772 -17.906 30.015 -0.47 0.00 -0.20 0.124
H -9.458 -17.032 29.479 0.32 -0.04 -0.65 0.114
H -10.379 -19.835 28.858 0.15 0.05 0.28 0.125
H -8.749 -19.162 28.842 0.07 -0.46 -0.69 0.139
H -10.214 -19.943 26.721 -0.50 0.32 -0.82 0.142
H -9.127 -18.599 26.456 -0.32 0.50 -0.13 0.135
H -13.371 -18.030 26.998 0.20 -0.10 -0.02 0.106
H -12.370 -19.331 27.758 -0.61 -0.24 -0.21 0.118
H -12.584 -19.270 25.940 -0.33 -0.28 0.32 0.119
C -1.653 -13.717 31.866 -0.41 0.88 0.85 -0.090
C -1.873 -12.323 32.568 0.53 -0.37 -1.90 -0.204
C -1.562 -11.156 31.574 0.20 0.31 0.50 -0.226
C -2.717 -10.738 30.633 -0.90 0.25 0.36 -0.267
P -2.476 -9.194 29.728 3.89 0.15 -0.94 1.025
C -2.104 -7.695 30.726 -0.69 0.40 -0.21 -0.222
C -1.259 -6.517 30.144 -0.30 -0.09 -0.10 -0.236
C -0.986 -5.449 31.202 0.02 0.25 -0.90 -0.267
C -2.095 -4.572 31.699 -0.86 0.29 0.62 -0.110
C -0.849 -9.426 28.923 -0.21 -1.40 0.46 -0.263
C -0.734 -10.716 28.068 -0.76 0.33 -1.05 -0.232
C 0.468 -10.775 27.091 -0.60 1.00 1.75 -0.265
C 0.663 -12.059 26.390 1.65 -0.57 -1.05 -0.113
C -3.554 -8.997 28.313 -1.91 -0.35 0.79 -0.291
C -3.133 -8.075 27.177 0.64 -0.13 1.18 -0.218
C -4.141 -8.023 26.078 -1.28 -2.44 1.59 -0.313
C -3.797 -7.153 24.992 0.47 1.38 -1.71 -0.115
H -2.201 -13.816 30.929 -0.34 -0.11 0.12 0.055
H -1.955 -14.454 32.611 -0.13 -0.33 -0.42 0.075
H -0.612 -13.923 31.618 0.11 0.32 0.20 0.077
H -1.185 -12.324 33.414 -0.14 0.46 0.01 0.115
H -2.896 -12.177 32.914 0.01 -0.34 0.21 0.102
H -0.645 -11.387 31.031 -0.14 -0.16 -0.29 0.101
H -1.304 -10.249 32.121 0.00 0.01 0.36 0.100
H -3.622 -10.520 31.200 -0.18 -0.35 0.50 0.095
H -3.034 -11.458 29.879 0.28 -0.28 -0.06 0.088
H -1.609 -8.000 31.649 0.02 -0.43 -0.01 0.101
H -3.074 -7.311 31.040 -0.09 0.25 0.15 0.094
H -1.711 -5.997 29.299 -0.64 -0.21 -0.04 0.101
H -0.280 -6.766 29.736 -0.01 -0.78 0.30 0.103
H -0.343 -4.784 30.626 0.67 0.05 0.57 0.119
H -0.504 -5.860 32.089 0.47 -0.06 -0.26 0.124
H -1.603 -3.813 32.308 -0.30 0.02 0.23 0.090
H -2.814 -5.105 32.321 0.06 -0.05 0.28 0.071
H -2.708 -4.020 30.987 0.31 -0.16 -0.53 0.079
H -0.188 -9.658 29.758 0.38 0.95 0.13 0.101
H -0.650 -8.465 28.449 0.52 -0.32 -0.17 0.069
H -1.689 -10.883 27.569 -0.17 -0.01 -0.58 0.084
H -0.646 -11.601 28.698 0.12 0.13 0.38 0.106
H 1.265 -10.651 27.824 0.68 0.22 -0.47 0.122
H 0.528 -9.962 26.367 -0.34 0.33 0.25 0.105
H 1.087 -12.825 27.040 -1.01 -0.50 0.10 0.092
H 1.541 -11.918 25.760 0.16 0.19 -0.29 0.085
H -0.084 -12.333 25.646 -0.42 -0.39 0.59 0.072
H -4.527 -8.780 28.753 -0.37 0.94 -0.01 0.091
H -3.832 -9.991 27.963 0.75 -0.44 -0.34 0.080
H -2.161 -8.459 26.867 0.05 0.29 -0.50 0.109
H -3.001 -7.063 27.560 0.26 0.08 0.09 0.122
H -5.095 -7.732 26.517 -0.22 0.40 0.15 0.118
H -4.362 -9.037 25.745 0.24 -0.37 -0.32 0.103
H -3.686 -6.165 25.439 0.00 0.42 -0.58 0.100
H -4.569 -7.194 24.223 -0.02 0.41 -0.03 0.079
H -2.867 -7.421 24.490 0.07 -0.06 0.16 0.065
C -1.648 -3.993 16.548 0.12 0.38 -0.80 -0.112
C -1.799 -3.048 17.718 -0.37 -0.71 0.53 -0.246
C -2.248 -3.854 18.959 0.64 -0.81 0.32 -0.226
C -1.041 -4.239 19.923 -1.29 0.95 0.57 -0.235
P -1.468 -5.330 21.349 -1.64 -0.77 -0.62 1.084
C -3.083 -4.847 22.251 0.92 0.94 -0.07 -0.225
C -4.346 -5.101 21.468 -0.24 -1.31 -1.13 -0.271
C -5.679 -4.672 22.071 0.18 0.16 0.12 -0.239
C -6.866 -5.391 21.429 -0.42 0.51 -0.04 -0.089
C -1.724 -6.994 20.544 1.22 0.96 0.65 -0.261
C -1.793 -8.113 21.553 -1.36 -0.15 0.67 -0.260
C -1.907 -9.490 20.852 -0.47 1.53 1.20 -0.254
C -0.791 -9.775 19.890 -0.56 -1.28 -0.34 -0.102
C -0.032 -5.442 22.478 -1.70 -0.51 0.39 -0.236
C -0.410 -5.835 23.966 0.54 0.98 -1.55 -0.251
C 0.863 -5.931 24.754 0.34 -0.26 1.03 -0.253
C 0.613 -6.327 26.228 1.11 -0.02 0.19 -0.092
H -2.566 -4.546 16.351 -0.03 -0.07 0.13 0.077
H -0.824 -4.697 16.662 0.01 -0.03 0.06 0.078
H -1.465 -3.396 15.655 0.19 -0.19 -0.14 0.084
H -2.568 -2.312 17.482 0.09 0.08 0.07 0.115
H -0.862 -2.522 17.897 -0.05 0.11 0.11 0.114
H -2.760 -4.760 18.634 0.19 -0.25 -0.29 0.087
H -3.052 -3.360 19.504 0.50 0.46 0.41 0.095
H -0.684 -3.265 20.256 0.17 -0.04 0.54 0.098
H -0.148 -4.729 19.533 -0.24 -0.16 -0.72 0.101
H -3.011 -3.781 22.467 0.29 0.38 -0.28 0.103
H -3.179 -5.231 23.267 0.44 -0.68 -0.16 0.057
H -4.406 -6.165 21.237 -0.07 -0.48 0.42 0.093
H -4.278 -4.740 20.442 0.02 0.58 0.11 0.095
H -5.786 -3.593 21.959 -0.14 0.10 -0.25 0.117
H -5.710 -4.785 23.155 0.20 -0.42 0.18 0.101
H -7.786 -4.984 21.848 -0.09 0.00 0.00 0.075
H -6.915 -6.473 21.551 0.42 0.04 0.23 0.048
H -6.920 -5.207 20.356 0.14 0.03 -0.06 0.088
H -0.761 -7.186 20.071 0.06 0.46 -0.66 0.093
H -2.501 -6.959 19.780 -0.11 -0.05 0.18 0.109
H -2.648 -7.943 22.207 -0.60 -0.26 -0.11 0.082
H -0.997 -7.985 22.286 0.68 -0.55 -0.41 0.091
H -2.863 -9.461 20.330 -0.05 -0.02 -0.24 0.106
H -2.062 -10.259 21.609 0.41 -0.09 0.11 0.101
H -1.003 -9.341 18.913 0.41 0.24 0.07 0.085
H -0.911 -10.849 19.753 0.64 -0.15 -0.44 0.079
H 0.222 -9.582 20.244 -0.11 0.16 -0.01 0.089
H 0.348 -4.426 22.364 0.71 -0.17 0.49 0.101
H 0.612 -6.218 22.065 0.33 0.34 -0.20 0.104
H -0.937 -6.787 24.019 -0.17 0.18 -0.18 0.078
H -1.027 -5.013 24.329 -0.24 -0.24 0.35 0.111
H 1.406 -4.987 24.703 -0.15 0.21 0.25 0.123
H 1.559 -6.617 24.272 -0.11 -0.37 0.07 0.118
H 1.548 -6.364 26.788 0.33 0.60 -0.12 0.079
H 0.324 -7.359 26.431 -0.82 -0.13 -0.65 0.040
H -0.024 -5.621 26.760 -0.22 -0.07 -0.13 0.073
C -8.428 -15.174 22.625 1.41 0.53 0.93 -0.113
C -8.421 -15.618 21.172 -0.55 0.33 -0.54 -0.236
C -8.789 -14.468 20.197 -0.05 -0.06 -0.67 -0.206
C -8.714 -14.743 18.633 -1.32 -0.93 0.62 -0.207
P -10.126 -15.620 17.714 0.75 -1.08 1.89 1.066
C -9.271 -16.560 16.414 0.42 0.65 -0.45 -0.287
C -10.108 -17.198 15.289 0.67 0.20 0.07 -0.236
C -9.377 -18.432 14.782 -0.28 -1.35 0.03 -0.285
C -10.133 -19.248 13.709 0.80 1.11 1.12 -0.076
C -10.791 -16.865 18.975 -1.32 -1.09 -0.60 -0.219
C -11.859 -17.979 18.547 -0.15 0.19 -0.75 -0.227
C -12.272 -18.935 19.656 0.22 -1.24 1.38 -0.270
C -13.605 -19.725 19.472 0.29 0.88 -1.13 -0.080
C -11.483 -14.611 17.049 0.09 0.63 0.16 -0.247
C -12.014 -13.368 17.863 0.29 0.18 -1.22 -0.208
C -11.204 -12.027 17.842 -1.27 0.60 1.09 -0.206
C -12.068 -10.892 18.532 0.18 -0.46 0.14 -0.097
H -9.158 -14.491 23.058 -0.96 -0.44 -0.69 0.042
H -7.546 -14.572 22.843 0.55 0.04 -0.31 0.063
H -8.278 -16.036 23.275 -0.34 -0.15 0.09 0.068
H -9.055 -16.503 21.109 -0.20 0.14 -0.34 0.081
H -7.416 -15.959 20.925 0.08 -0.09 0.05 0.119
H -8.037 -13.699 20.371 -0.02 0.15 -0.03 0.106
H -9.730 -14.011 20.500 -0.16 -0.05 -0.13 0.080
H -7.913 -15.469 18.495 0.27 0.19 -0.33 0.086
H -8.560 -13.857 18.016 0.38 0.13 0.31 0.086
H -8.571 -17.253 16.881 -0.61 -0.65 0.58 0.102
H -8.482 -15.944 15.983 -0.28 0.82 -0.23 0.110
H -10.268 -16.521 14.450 0.08 0.33 0.14 0.122
H -11.102 -17.412 15.683 -0.08 -0.55 -0.16 0.096
H -9.206 -19.093 15.632 -0.31 -0.22 0.34 0.102
H -8.350 -18.365 14.423 0.05 1.28 -0.09 0.119
H -9.411 -20.026 13.465 -0.77 -0.42 -0.31 0.085
H -10.307 -18.606 12.846 -0.22 -0.29 -0.10 0.082
H -11.056 -19.562 14.197 -0.07 -0.51 -0.66 0.077
H -11.313 -16.411 19.817 0.23 0.81 -0.10 0.057
H -9.953 -17.376 19.448 0.32 0.06 -0.41 0.081
H -11.562 -18.630 17.725 0.56 0.30 -0.19 0.107
H -12.782 -17.536 18.173 0.00 0.58 -0.01 0.103
H -12.244 -18.450 20.631 -0.33 0.40 0.15 0.073
H -11.503 -19.697 19.779 0.31 -0.05 -0.17 0.110
H -13.840 -20.560 20.132 0.51 0.35 0.44 0.078
H -13.585 -20.185 18.484 -0.03 0.01 -0.17 0.079
H -14.450 -19.036 19.458 -0.13 -0.01 0.11 0.068
H -12.261 -15.358 16.892 -0.35 -0.01 0.28 0.090
H -11.236 -14.346 16.021 0.36 0.28 0.01 0.106
H -12.314 -13.707 18.855 0.29 0.27 0.28 0.094
H -12.936 -13.059 17.371 -0.26 -0.43 -0.07 0.108
H -11.036 -11.603 16.852 0.20 -0.75 -0.27 0.115
H -10.254 -12.107 18.370 0.08 0.03 -0.05 0.083
H -12.357 -11.149 19.551 0.31 -0.13 0.33 0.044
H -13.028 -10.659 18.071 0.02 -0.46 -0.62 0.068
H -11.573 -9.920 18.547 0.40 -0.19 0.07 0.077
```
Forces are in eV/Å.

## Properties
E = -5333.6673 a.u.
Net charge = +6
Frontier orbital gap = 0.306 hartree

=====

Here is C8H10BaO5S as an isolated structure from OMol25. Energies are from ωB97M-V with the def2-TZVPD basis set.

```
25
Properties=species:S:1:pos:R:3:forces:R:3:lowdin_charge:R:1
Ba 0.661 0.846 -0.354 -3.10 -3.97 1.88 2.196
O -0.401 0.464 -3.193 1.18 0.94 1.66 0.297
C 0.012 0.624 -2.129 -4.88 -3.37 -8.66 -0.443
C 1.184 0.904 1.474 0.99 -1.90 9.22 -0.464
O 1.480 0.914 2.588 0.14 0.75 -1.59 0.272
C -0.744 2.081 0.006 -9.14 8.75 2.14 -0.421
O -1.608 2.811 0.230 1.43 -1.49 -0.30 0.283
C 2.092 -0.355 -0.726 10.44 -8.23 -2.98 -0.405
O 2.945 -1.100 -0.946 -1.97 1.47 0.58 0.300
C 1.760 2.490 -1.568 3.34 3.74 0.66 -0.194
H 2.369 1.983 -2.308 0.00 -0.32 -0.09 0.116
H 1.000 3.160 -1.954 -0.31 -0.02 -0.01 0.115
C 2.186 2.592 -0.258 2.19 3.54 -3.10 -0.192
H 1.766 3.344 0.402 -0.26 -0.02 0.21 0.116
H 3.136 2.167 0.048 0.06 -0.33 0.13 0.117
C -2.649 -2.899 0.135 -2.24 0.63 -0.11 -0.210
S -1.364 -1.599 0.112 -1.65 -3.42 -0.78 0.792
C -1.190 -1.609 1.929 1.18 -0.49 0.50 -0.238
O -0.460 -2.489 -0.755 1.54 2.53 1.22 -0.506
H -3.511 -2.573 0.755 0.47 -0.31 -0.22 0.079
H -2.241 -3.869 0.488 0.27 0.98 -0.07 0.096
H -3.032 -3.039 -0.898 0.48 0.27 0.58 0.082
H -1.245 -2.641 2.333 -0.09 0.60 -0.34 0.089
H -0.183 -1.245 2.198 -0.39 0.01 0.01 0.032
H -1.965 -0.963 2.391 0.33 -0.33 -0.53 0.092
```
Forces are in eV/Å.

## Properties
E = -1108.9999 a.u.
Net charge = +2
Frontier orbital gap (alpha / beta) = 0.191 / 0.204 hartree